A cluster of 8 separate species, C45H81ClIN2O15P3S in total, computed with ωB97M-V/def2-TZVPD.

```
149
Properties=species:S:1:pos:R:3:forces:R:3:mulliken_charge:R:1
C 5.96672 3.39042 3.60685 0.099 0.118 0.077 -0.888
C 5.40817 4.33728 4.67104 0.171 -0.137 -0.256 -0.827
C 4.04953 4.91679 4.29015 -0.056 -0.435 0.354 -0.797
C 3.02179 3.81001 4.03392 0.285 -0.021 -0.046 0.008
N 1.66319 4.17582 4.47186 -0.224 -0.255 -0.164 0.291
C 0.64944 3.37306 3.84608 -0.061 -0.172 -0.237 -0.915
C 0.46400 2.02568 4.19557 -0.369 0.225 0.099 0.490
P 1.44804 1.20701 5.49713 0.347 -0.536 -0.783 0.052
S 2.73895 -0.06421 4.77214 -0.045 0.049 0.161 -0.370
C -0.44658 1.25297 3.46022 0.167 0.457 -0.118 0.167
C -1.20413 1.82130 2.44302 0.190 0.131 0.091 0.733
C -1.07734 3.18593 2.12902 0.334 0.378 0.207 -1.719
N -1.91997 3.79057 1.12496 -0.094 -0.478 0.442 1.372
C -3.20727 4.32806 1.64428 0.011 0.160 -0.128 0.608
C -3.27592 5.81828 1.73369 -0.211 0.016 -0.536 -1.224
O -4.11225 3.61639 1.92551 -0.102 -0.098 0.364 -0.428
C -2.05940 3.19004 -0.14194 0.229 0.139 0.059 0.398
C -0.80210 2.64890 -0.76690 -0.370 0.094 -0.005 -0.190
O -3.11530 3.21070 -0.72083 -0.133 0.367 -0.273 -0.679
C -0.11249 3.96890 2.81073 -0.194 -0.521 -0.065 0.401
C 0.13558 5.41610 2.45105 0.174 0.274 0.373 0.729
C -0.08937 6.37016 3.65463 -0.016 0.059 -0.392 -2.173
C 1.52492 5.66643 1.83914 -0.021 -0.106 -0.187 -1.240
C 1.94485 4.66247 0.75841 0.090 0.165 0.041 -0.549
C -2.12493 0.87143 1.73730 0.034 -0.044 -0.038 -0.281
O -3.24490 1.14298 1.41134 -0.165 -0.121 -0.089 -0.473
C -1.54513 -0.49616 1.49684 0.232 -0.234 -0.132 0.613
C -1.70288 -1.19225 0.30342 0.068 -0.049 0.225 0.159
I -2.78305 -0.34929 -1.27317 -0.190 -0.004 -0.024 0.280
C -1.06162 -2.42609 0.12228 -0.099 0.008 0.393 -0.301
C -1.12839 -3.05561 -1.25088 0.516 0.255 0.535 -0.550
C -0.30896 -2.30684 -2.26634 -0.277 0.175 -0.186 0.628
O -0.52941 -2.19972 -3.41503 0.093 -0.146 -0.300 -0.532
Cl 1.16419 -1.51175 -1.58595 0.276 -0.028 0.109 -0.244
C -0.34939 -3.00515 1.20591 -0.286 0.246 0.072 1.585
P 0.52283 -4.57530 0.82610 -0.015 0.097 -0.823 -0.212
P -0.16439 -6.14108 2.18218 0.533 -0.022 0.445 0.847
O 0.67159 -6.34041 3.37861 -0.239 -0.011 -0.165 -0.671
O -1.71363 -5.88673 2.41057 -0.018 0.002 0.127 -0.510
O -0.22494 -7.42984 1.23135 0.119 0.047 -0.152 -0.461
C -0.25031 -2.34441 2.45263 -0.107 0.009 -0.326 -0.566
C 0.47762 -2.91340 3.63696 -0.134 -0.142 0.121 -0.536
C -0.43591 -3.51120 4.72803 -0.173 0.214 0.188 -0.295
C 0.11087 -3.28340 6.14609 -0.039 -0.168 0.024 -1.193
C -0.81427 -1.06314 2.54234 -0.090 -0.147 -0.315 0.139
C -0.65726 -0.19897 3.73856 0.039 0.051 0.117 -0.094
O -0.70194 -0.60595 4.87455 0.023 -0.132 0.204 -0.597
H 5.47068 2.42096 3.61227 -0.107 -0.022 -0.093 0.094
H 5.85963 3.82999 2.61389 -0.039 -0.032 -0.084 0.257
H 7.03108 3.21880 3.76360 0.037 -0.068 0.048 0.414
H 6.12341 5.14670 4.82145 -0.047 0.108 0.084 0.426
H 5.32322 3.80460 5.62100 0.006 0.001 0.077 0.346
H 3.67568 5.51333 5.12401 0.010 0.293 -0.113 0.333
H 4.16801 5.53959 3.40455 -0.093 0.221 0.053 0.323
H 2.97478 3.55926 2.97600 -0.018 -0.024 0.048 -0.118
H 3.38508 2.90020 4.52241 -0.111 -0.146 0.065 0.347
H 1.58865 4.06929 5.47475 0.068 0.181 0.091 0.609
H 2.07552 2.24636 6.18114 -0.216 0.165 0.250 0.149
H 0.50082 0.68318 6.37334 0.032 0.232 0.275 0.106
H -2.63570 6.18889 2.52135 0.203 0.107 0.230 0.108
H -2.95184 6.25248 0.78663 0.139 0.016 0.020 0.296
H -4.30931 6.09743 1.91525 0.003 0.045 0.145 0.452
H -0.27780 1.95677 -0.11022 0.165 -0.056 -0.078 0.242
H -0.14593 3.48709 -0.99807 0.074 0.010 0.041 -0.377
H -1.07835 2.16887 -1.69744 0.134 -0.088 0.057 0.279
H -0.56043 5.70283 1.67668 -0.316 -0.235 -0.220 0.765
H -0.75227 7.18531 3.36652 -0.126 0.035 0.021 0.496
H -0.51855 5.85799 4.51090 -0.062 0.026 0.088 0.334
H 0.84798 6.82880 3.95829 0.070 -0.093 0.146 0.457
H 2.25092 5.71935 2.64463 0.032 0.058 -0.096 0.107
H 1.47516 6.65463 1.38001 0.029 0.133 0.115 0.759
H 2.72777 3.97911 1.08478 -0.004 -0.037 0.049 0.225
H 2.32673 5.18523 -0.11545 -0.012 -0.043 -0.125 0.372
H 1.10113 4.05749 0.44477 -0.025 -0.022 -0.094 -0.383
H -2.14424 -3.06965 -1.62908 -0.072 -0.228 -0.077 0.360
H -0.70584 -4.05674 -1.25037 -0.222 -0.177 -0.086 -0.493
H 1.77370 -4.36548 1.41996 0.003 -0.001 0.343 0.098
H -1.95303 -6.21841 3.28886 -0.184 0.111 -0.016 0.370
H 0.67335 -7.71172 1.01215 -0.064 -0.204 -0.007 0.347
H 1.16750 -3.68648 3.31295 0.163 0.001 0.023 0.785
H 1.05751 -2.11720 4.09987 0.104 0.023 -0.086 -0.657
H -1.42233 -3.05393 4.65956 -0.055 -0.034 -0.051 0.368
H -0.55647 -4.57798 4.57211 0.028 -0.076 -0.161 0.306
H 1.14119 -2.93159 6.12819 0.069 0.024 0.006 0.264
H 0.09122 -4.20400 6.72762 0.016 -0.051 0.022 0.384
H -0.48451 -2.54965 6.68378 0.039 0.120 -0.008 0.225
C 6.14905 -1.54520 1.31878 0.008 0.046 -0.011 -1.152
C 5.59116 -0.59118 2.35979 -0.190 -0.105 -0.139 -0.101
O 4.59249 0.26076 1.80686 0.170 0.086 -0.045 -0.288
H 6.56393 -0.98754 0.47880 0.025 0.004 0.009 0.297
H 6.93181 -2.17767 1.74044 -0.011 -0.009 0.013 0.359
H 5.35957 -2.19383 0.93051 0.009 -0.033 0.032 0.263
H 6.37357 0.06527 2.73830 -0.014 0.041 0.017 0.294
H 5.17669 -1.14776 3.20747 0.066 0.018 0.044 0.194
H 3.87638 -0.29482 1.48416 -0.071 0.029 0.063 0.169
C 0.18619 -7.72791 -3.58187 -0.020 -0.023 -0.063 -1.076
C -0.17275 -6.83777 -2.41000 -0.128 -0.046 -0.137 0.059
O -1.12769 -5.84743 -2.79234 0.043 -0.073 0.138 -0.370
H 0.58163 -7.13675 -4.40793 0.019 0.013 0.017 0.297
H 0.92369 -8.48461 -3.30861 -0.006 0.016 0.046 0.373
H -0.71331 -8.23582 -3.93603 0.036 -0.043 -0.040 0.138
H 0.69781 -6.29563 -2.04140 0.003 0.045 0.004 0.264
H -0.57150 -7.43568 -1.58423 0.051 0.000 0.062 0.193
H -1.90178 -6.31650 -3.12639 -0.021 0.051 -0.097 0.185
C -2.15939 -2.57715 -6.68974 0.071 0.058 -0.010 -0.624
C -1.24871 -3.48192 -7.49615 0.044 -0.009 0.114 -0.306
O 0.11104 -3.05769 -7.43975 -0.029 -0.042 -0.028 -0.521
H -2.09064 -1.54826 -7.04335 -0.027 0.000 -0.015 0.275
H -3.19961 -2.90125 -6.75652 0.006 -0.023 0.000 0.327
H -1.85976 -2.58781 -5.64076 -0.068 0.002 0.049 0.065
H -1.51907 -3.47192 -8.55143 0.016 0.001 -0.022 0.319
H -1.32913 -4.51491 -7.13844 -0.046 -0.017 -0.052 0.206
H 0.37639 -3.05813 -6.51437 0.001 0.054 0.011 0.303
C 1.20507 5.86931 -3.58259 0.038 0.040 0.100 -1.066
C -0.16753 6.04659 -2.96118 0.157 0.105 0.010 -0.189
O -0.07729 6.47320 -1.60142 -0.091 -0.126 0.046 -0.395
H 1.78900 5.14624 -3.01102 -0.015 0.022 -0.016 0.157
H 1.12633 5.51909 -4.61249 0.002 0.024 -0.021 0.370
H 1.75365 6.81448 -3.58483 -0.022 0.019 -0.047 0.437
H -0.70611 5.09968 -2.94725 -0.051 0.000 0.050 0.186
H -0.75978 6.76162 -3.54093 -0.038 -0.044 -0.008 0.359
H 0.38367 7.31724 -1.58179 0.006 0.013 -0.015 0.247
C -6.25780 1.24358 -4.35305 0.073 0.052 -0.009 -1.013
C -5.30746 0.36831 -5.14899 0.037 -0.014 0.091 -0.156
O -3.95929 0.81750 -5.06477 -0.110 -0.039 -0.012 -0.469
H -6.20022 2.27576 -4.69877 -0.016 0.001 -0.014 0.263
H -7.28749 0.89684 -4.45284 0.001 -0.018 0.003 0.343
H -5.99682 1.23400 -3.29186 -0.024 -0.025 0.009 0.283
H -5.55942 0.39038 -6.20852 0.003 -0.010 -0.021 0.326
H -5.37569 -0.67238 -4.81075 -0.038 -0.014 -0.044 0.212
H -3.70715 0.79685 -4.13652 0.121 0.086 -0.018 0.187
C 2.13361 1.63276 -5.09663 -0.071 -0.041 0.007 -1.339
C 1.61500 2.28180 -3.82717 -0.011 -0.110 -0.028 0.158
O 0.62172 1.49135 -3.18555 0.127 -0.011 -0.065 -0.073
H 1.31270 1.44916 -5.78983 -0.003 0.017 -0.008 0.300
H 2.87389 2.26620 -5.58793 0.013 0.006 0.012 0.388
H 2.60168 0.67140 -4.87282 0.037 0.015 -0.001 0.325
H 1.13563 3.23428 -4.05308 0.002 -0.083 0.010 -0.072
H 2.44224 2.47902 -3.13442 0.011 0.060 -0.010 0.334
H 1.01665 0.64123 -2.95898 -0.086 -0.033 -0.024 -0.006
C -4.90782 -8.74788 -2.59364 0.115 0.034 -0.010 -0.939
C -4.80319 -8.33948 -4.05092 0.010 -0.092 0.019 -0.319
O -3.45278 -8.31397 -4.51224 0.027 0.085 0.142 -0.479
H -4.32965 -8.06958 -1.96474 -0.023 0.018 0.010 0.203
H -5.94491 -8.73453 -2.25710 -0.010 -0.005 -0.012 0.344
H -4.51535 -9.75664 -2.44524 -0.040 -0.019 -0.003 0.321
H -5.18153 -7.32879 -4.19471 -0.005 0.015 -0.028 0.285
H -5.39543 -9.01279 -4.67858 -0.039 0.041 -0.007 0.308
H -3.09350 -9.20171 -4.41731 0.021 -0.009 -0.037 0.279
```
Positions in Å, forces in eV/Å.

## Properties
- structure (SMILES) = CCCCNc1c([PH2]=S)c2c(c(N(C(C)=O)C(C)=O)c1[C@@H](C)CC)C(=O)c1c(I)c(CC(=O)Cl)c(PP(=O)(O)O)c(CCC)c1C2=O.CCO.CCO.CCO.CCO.CCO.CCO.CCO
- charge = 0
- HOMO-LUMO gap (Eh) = 0.2875
- lowest unoccupied orbital energy (eV) = -0.983
- HOMO (eV) = -8.8